# 1
Molecular formula: C24H40N5O6SSi2TeV
Method: DFT, ωB97M-V with the def2-TZVPD basis set

```
80
Properties=species:S:1:pos:R:3:forces:R:3
V 0.64796 0.79760 1.46668 1.0 -1.4 1.2
C 2.84966 -0.97468 2.98118 -0.3 0.2 0.0
C 2.82022 -1.68905 1.65312 -0.2 0.1 -0.2
N 1.53015 -1.46031 0.98907 -0.8 -0.2 0.7
C 0.42909 -2.33198 1.46937 0.2 0.3 -0.1
C -0.27846 -1.75167 2.66457 0.3 0.5 -0.2
C -0.87579 -2.49226 3.64095 -0.4 0.1 0.7
C -1.54843 -1.85657 4.70887 0.2 0.1 -0.3
C -1.54986 -0.45435 4.73297 0.0 -0.6 0.1
C -0.94422 0.25677 3.72809 0.2 -0.1 -0.3
C -0.92995 1.77413 3.68077 0.2 -0.6 -0.2
N 0.30927 2.26227 3.00971 -0.4 -0.4 0.7
C 1.51295 2.41391 3.86358 -0.3 0.0 -0.2
C 2.19124 1.08390 4.08654 -0.1 -0.2 -0.4
N 2.41863 0.41454 2.79496 0.5 0.6 0.2
N -0.30793 -0.37675 2.67056 -0.6 0.3 0.3
H 3.84428 -1.03361 3.42651 0.2 0.0 0.1
H 2.14881 -1.45190 3.67105 0.0 0.1 0.0
H 3.00724 -2.75398 1.81488 0.0 -0.2 0.0
H 3.59918 -1.29397 1.00760 0.0 0.0 -0.1
H 1.62053 -1.52874 -0.01598 0.0 0.1 -0.1
H 0.77498 -3.33989 1.70875 0.1 -0.2 0.0
H -0.28785 -2.39953 0.65060 -0.1 0.0 -0.1
H -0.83055 -3.57423 3.57619 0.0 0.0 0.1
H -2.03515 -2.43053 5.48696 0.0 0.0 -0.1
H -2.02620 0.08863 5.54150 0.0 0.0 0.0
H -1.04925 2.16267 4.69170 0.0 0.2 0.1
H -1.77028 2.11880 3.07586 0.0 0.1 -0.1
H 0.11664 3.15357 2.56667 0.0 0.0 0.1
H 1.25500 2.85506 4.82756 -0.1 0.1 0.1
H 2.18588 3.09417 3.34577 0.0 0.1 -0.1
H 1.54092 0.43875 4.68027 0.0 -0.1 0.0
H 3.11623 1.22966 4.64887 0.1 0.0 0.1
H 3.12221 0.92091 2.23313 -0.1 -0.2 0.2
O -1.42464 6.24889 -0.02694 -0.3 0.1 -0.1
C -1.00979 5.12848 0.03558 0.9 0.1 0.1
C -1.79631 3.84302 -0.07651 -0.8 -0.7 -0.3
O -2.98433 3.73173 -0.26997 0.2 0.1 0.1
C -0.82695 2.74394 0.19795 1.0 -0.6 0.3
C 0.47457 3.29368 0.24688 -0.4 -0.6 0.5
O 1.51398 2.50183 0.69106 -0.3 2.0 0.3
C 0.44679 4.73249 0.36684 -0.2 -0.1 -0.3
O 1.29774 5.50305 0.74860 0.2 0.2 0.1
O -1.06343 1.52767 0.52713 -0.5 1.3 -0.4
O 3.91714 1.83594 -1.41641 -0.3 -0.7 0.1
S 3.37847 0.87391 -0.34613 -0.4 1.2 0.3
N 1.71521 1.21806 -0.07294 1.1 -1.1 -2.6
C -3.82432 -4.05601 -2.41422 -0.2 -0.4 -0.1
Si -3.15269 -2.36741 -1.99197 0.2 -0.1 0.0
C -4.06876 -1.08918 -2.97480 -0.2 0.4 -0.2
C -3.36561 -2.07168 -0.16545 0.0 0.1 0.3
C -1.34643 -2.28392 -2.43776 0.0 0.0 -0.1
Te -0.50016 -0.44132 -1.69307 0.3 -0.4 -0.4
C 1.29608 -0.80962 -2.82597 0.1 0.1 0.2
Si 1.35058 0.22811 -4.37002 0.0 -0.1 0.0
C 1.16805 2.01014 -3.92502 0.1 0.5 0.2
C 2.99340 -0.02184 -5.20894 0.4 -0.1 -0.2
C 0.00586 -0.30952 -5.54576 -0.3 -0.1 -0.3
H -4.91218 -4.09917 -2.26414 0.2 0.0 0.0
H -3.36742 -4.83225 -1.78669 -0.1 0.1 -0.1
H -3.61978 -4.30523 -3.46368 0.0 0.0 0.2
H -5.15482 -1.18497 -2.85349 0.1 0.0 0.0
H -3.83277 -1.18745 -4.04176 -0.1 0.0 0.1
H -3.77968 -0.07913 -2.66024 -0.1 -0.1 -0.1
H -4.42271 -1.92929 0.09015 0.1 -0.1 0.0
H -2.82716 -1.16924 0.15625 -0.1 -0.1 0.0
H -2.98643 -2.91745 0.42314 0.0 0.1 -0.1
H -1.21518 -2.30636 -3.52689 0.0 0.0 0.2
H -0.77807 -3.11616 -2.00647 0.0 0.1 0.0
H 1.33633 -1.88738 -3.00582 0.0 0.1 0.0
H 2.14035 -0.51347 -2.19069 -0.1 -0.1 0.0
H 1.94742 2.27824 -3.19463 -0.1 0.0 -0.1
H 0.19423 2.21673 -3.47147 0.0 0.0 0.0
H 1.28084 2.65418 -4.80722 0.0 -0.1 0.1
H 3.79593 0.37375 -4.57239 -0.1 -0.1 -0.1
H 3.02888 0.50506 -6.17229 0.0 -0.1 0.2
H 3.19418 -1.08513 -5.39562 0.0 0.2 0.0
H -0.98794 -0.14806 -5.10787 0.1 0.0 -0.1
H 0.10168 -1.37426 -5.79980 0.0 0.2 0.0
H 0.06267 0.26523 -6.47940 0.0 -0.1 0.1
```
Forces are in eV/Å.

Computed properties:
⟨S²⟩: 0.7680
Spin multiplicity: 2
Orbital gap (alpha / beta): 4.94 / 4.96 eV
Net charge: -1
LUMO level (alpha / beta): 2.1 / 2.0 eV

Here are the Löwdin charges for atoms 1 to 8, given in e: V 0.71; C -0.19; C -0.21; N -0.09; C -0.15; C -0.27; C -0.05; C -0.10

***

# 2
Molecular formula: C24H41F6N3NaO6PS3
Method: DFT, ωB97M-V with the def2-TZVPD basis set

```
85
Properties=species:S:1:pos:R:3:forces:R:3
Na 3.77455 -4.58160 -1.31289 -0.3 0.6 0.1
P 1.94080 -0.25044 -0.27876 -2.4 0.8 1.4
F 3.43340 -0.26227 -0.62322 3.1 -0.6 -1.1
F 2.33558 0.77389 0.91923 -1.1 -0.1 0.5
F 1.69790 1.05216 -1.23013 -0.1 -0.8 -0.3
F 0.30519 -0.22508 0.04944 1.9 -0.6 0.0
F 1.71236 -1.31462 -1.53345 -0.4 0.2 0.9
F 2.20878 -1.51694 0.85022 -0.8 0.6 -1.6
C 9.25851 1.21197 4.74509 -0.8 0.8 0.9
C 7.95147 0.68875 4.17010 1.5 -1.4 -1.0
C 7.15574 -0.16518 5.13760 -0.7 1.2 0.9
C 7.82666 -1.28583 5.79079 0.2 -1.6 0.3
N 8.27471 -2.20649 6.34165 -0.5 1.5 -0.9
H 9.84741 1.63372 3.93058 0.1 0.3 0.4
H 9.82075 0.41212 5.22700 0.0 -0.1 -0.2
H 9.00590 1.92152 5.53301 0.6 0.5 0.0
H 8.45770 0.09666 3.40768 -1.2 -0.7 -0.7
H 7.30207 1.39445 3.65208 0.2 0.2 0.3
H 6.12706 -0.35478 4.83106 0.3 -0.9 -0.6
H 6.87624 0.49494 5.95872 0.4 0.3 0.5
C -3.54599 -8.15052 1.91281 0.8 0.8 0.6
C -2.30641 -7.48782 2.56308 1.1 0.2 -0.1
C -2.15663 -6.07089 1.93744 -1.4 -0.8 0.1
S -2.71760 -6.22188 0.18685 0.8 1.1 1.2
O -1.52379 -6.30053 -0.65339 -0.9 -0.3 0.3
O -3.67296 -5.14127 -0.05757 0.5 -1.6 0.0
C -3.42392 -7.93124 0.43663 0.8 1.1 -1.3
H -4.35302 -7.57023 2.36009 -0.6 -0.5 -0.2
H -3.56098 -9.20745 2.17885 -0.4 0.1 -0.1
H -1.34418 -7.99367 2.48353 -0.1 -0.6 -0.7
H -2.43013 -7.53209 3.64514 -0.3 0.8 0.1
H -1.18006 -5.58680 1.93060 -0.2 -0.1 0.2
H -2.96127 -5.49197 2.39076 0.4 0.6 -0.1
H -2.56405 -8.49448 0.07402 -0.3 -0.3 -0.3
H -4.26986 -7.98667 -0.24852 -0.1 -0.3 0.4
C -6.22677 2.02184 4.02864 0.4 -0.6 2.5
C -6.46305 1.91459 5.57304 0.1 -0.2 1.5
C -7.41540 0.74887 5.99208 -0.4 0.0 -2.8
S -7.05358 -0.56337 4.71887 -0.7 3.4 0.6
O -8.31868 -0.85105 4.04089 1.4 -0.9 0.6
O -6.14593 -1.45254 5.39842 -0.3 -1.1 -0.8
C -6.12739 0.56794 3.60887 -0.3 -0.4 -1.5
H -5.22766 2.45128 3.95498 -0.2 0.3 -0.4
H -6.94863 2.70383 3.57931 -0.1 -0.6 -0.3
H -6.75703 2.88358 5.97645 -0.4 -0.1 0.1
H -5.54555 1.69305 6.11822 0.5 0.1 -0.4
H -8.42042 1.01666 5.66603 -0.3 0.0 0.7
H -7.37348 0.17928 6.92048 0.3 0.8 0.2
H -6.59107 0.42546 2.63275 0.2 -0.3 -0.1
H -5.07813 0.27419 3.57921 -0.2 -0.3 0.1
C 5.44723 0.97480 -8.17099 0.7 -0.2 0.6
C 5.65351 -0.33075 -9.02827 0.6 -0.3 1.5
C 6.80102 -1.15210 -8.36093 0.1 0.4 0.0
S 6.57110 -0.96246 -6.55950 -2.0 2.1 0.8
O 7.83630 -0.58729 -5.94566 -0.9 -0.3 -0.6
O 5.72420 -1.95760 -5.91864 1.0 -0.6 -0.6
C 5.28707 0.49480 -6.69104 0.6 -1.7 -1.7
H 4.57074 1.49919 -8.55165 0.0 0.1 0.3
H 6.30861 1.64014 -8.22963 0.1 0.0 -0.4
H 5.86701 -0.13936 -10.07989 0.0 0.1 0.1
H 4.78307 -0.97925 -8.92880 -0.4 0.3 -0.3
H 7.78180 -0.73017 -8.58033 0.0 0.2 0.2
H 6.87864 -2.21427 -8.59301 -0.4 0.0 0.0
H 5.32100 1.04755 -5.75220 0.4 0.6 -0.6
H 4.31086 0.01591 -6.76702 0.1 -0.5 0.8
N -0.95479 5.73412 0.96151 0.4 -1.4 -1.1
C 0.16453 6.34595 1.31349 3.7 -1.0 0.5
C -0.06023 7.52484 1.94033 -1.6 0.2 -0.2
C -1.47799 7.65093 1.85203 -0.2 0.3 0.4
C -1.98557 6.51754 1.22915 -1.9 1.4 1.0
H -0.94025 4.79093 0.60059 -0.3 0.3 -0.1
H 1.06884 5.77723 1.15475 0.2 0.3 0.1
H 0.56636 8.22478 2.47313 0.3 -0.3 -0.4
H -1.97255 8.48960 2.31940 -0.5 -0.2 -0.3
H -2.98583 6.16456 1.02598 0.0 0.4 0.1
N -5.04782 2.33729 -3.96275 -0.6 0.5 -1.9
C -6.32523 2.48798 -4.46448 -0.1 2.0 -0.4
C -6.33786 3.65781 -5.29834 -2.3 -3.1 1.6
C -5.05000 4.11007 -5.39559 1.3 0.0 0.6
C -4.26906 3.25561 -4.63954 0.9 0.9 0.7
H -4.77041 1.50561 -3.46130 0.3 0.4 -0.1
H -7.14335 1.90746 -4.06436 0.1 0.0 -0.2
H -7.27768 4.01675 -5.69115 0.3 0.2 -0.2
H -4.72483 5.06060 -5.79203 0.2 -0.3 -0.3
H -3.22761 3.45819 -4.43762 0.0 -0.6 0.2
```
Forces are in eV/Å.

Computed properties:
Orbital gap: 5.08 eV
Net charge: 0
LUMO level: -2.6 eV

Here are the Löwdin charges for atoms 1 to 8, given in e: Na 0.96; P 0.19; F -0.14; F -0.18; F -0.18; F -0.20; F -0.21; F -0.25

***

# 3
Molecular formula: C24H41FN4O7PS
Method: DFT, ωB97M-V with the def2-TZVPD basis set

```
79
Properties=species:S:1:pos:R:3:forces:R:3
C -5.51900 -3.57416 -3.46349 -0.2 0.1 0.1
C -5.34510 -2.19954 -4.12490 -0.1 0.2 0.2
C -3.88768 -1.76268 -4.27942 0.1 -0.1 0.3
C -2.99090 -2.82763 -4.91809 -0.1 0.0 -0.4
C -1.69724 -2.29911 -5.56215 0.0 0.4 0.3
C -0.45726 -2.46645 -4.68504 -0.2 -0.2 0.2
C -0.54574 -1.68467 -3.36777 0.1 0.2 -0.1
C 0.80660 -1.20187 -2.82822 -0.2 0.2 -0.1
C 0.67635 0.02603 -1.90916 -0.3 -0.2 0.2
C 1.62736 -0.04015 -0.71662 0.2 0.1 -0.3
C 1.74290 1.24034 0.11499 -0.1 0.0 0.1
C 0.40545 1.96525 0.37768 0.1 0.0 -0.5
N 0.26186 2.39455 1.78416 0.0 0.2 0.3
N 0.49968 3.67347 1.96991 0.0 -0.1 -0.2
C 0.41195 4.16954 3.18673 -0.3 -0.2 0.5
N 0.67708 5.55848 3.32221 0.1 -0.2 -1.0
C -0.16915 6.40015 2.44713 -0.1 0.1 0.2
C 2.07867 5.75399 3.28876 -0.4 0.6 0.3
C 2.57334 7.12625 2.95741 -0.2 0.1 -0.2
O 2.79038 4.82446 3.55405 0.6 -0.6 0.2
C 0.07977 3.39487 4.30299 0.1 0.2 -0.1
C -0.06686 3.97627 5.67441 -0.1 -0.2 0.1
C -1.51782 4.07912 6.11795 0.2 0.1 -0.4
O -1.93292 4.02364 7.21155 -0.1 0.0 -0.1
F -2.33409 4.29173 5.03580 0.2 -0.1 0.4
C -0.13366 2.04010 4.07869 -0.1 0.0 0.6
O -0.48195 1.23688 5.07634 -0.5 0.5 -0.5
N 0.66717 0.12866 5.61559 0.4 -0.8 0.5
O 1.49116 0.64489 6.14433 0.2 0.2 -0.1
C -0.03929 1.54608 2.77117 -0.1 0.1 -0.5
P -0.25888 -0.25397 2.52045 0.2 -0.4 0.1
S 1.35265 -1.25539 2.86390 0.0 0.1 0.1
H -4.66692 -3.81845 -2.82627 0.0 0.0 0.0
H -6.40216 -3.58060 -2.82184 0.0 0.0 -0.1
H -5.65831 -4.37337 -4.19136 0.2 0.0 0.0
H -5.85447 -1.45632 -3.50389 0.0 0.0 -0.1
H -5.85345 -2.16854 -5.09265 0.1 -0.1 0.0
H -3.83259 -0.83665 -4.85980 -0.1 -0.1 0.0
H -3.51064 -1.50994 -3.27955 0.1 0.0 -0.1
H -3.57831 -3.32629 -5.69667 0.0 0.0 0.1
H -2.74476 -3.59608 -4.17932 0.0 0.0 -0.1
H -1.82176 -1.22666 -5.75960 0.0 -0.1 -0.1
H -1.53363 -2.77420 -6.52984 0.0 -0.1 0.0
H 0.42901 -2.14590 -5.23726 0.0 -0.1 0.0
H -0.35743 -3.53366 -4.46071 0.3 0.0 -0.1
H -1.16884 -0.79688 -3.53765 0.0 -0.1 0.0
H -1.03822 -2.29582 -2.60594 -0.2 0.1 0.0
H 1.41661 -0.92366 -3.69145 0.2 -0.1 0.1
H 1.31531 -2.00118 -2.28452 0.1 -0.1 -0.1
H 0.82005 0.94768 -2.48084 0.1 0.0 0.0
H -0.36110 0.05290 -1.54713 0.0 0.1 0.0
H 1.35714 -0.89220 -0.08618 -0.1 0.0 0.0
H 2.63050 -0.26438 -1.09158 0.0 0.0 0.1
H 2.20532 1.00428 1.07636 0.1 0.0 0.0
H 2.40936 1.94854 -0.38026 0.0 0.0 0.0
H 0.35037 2.88468 -0.19900 -0.1 0.0 0.1
H -0.46648 1.37510 0.10584 0.0 -0.1 0.1
H 0.22083 6.46422 1.43054 0.0 0.0 0.0
H -1.16575 5.96395 2.40891 0.0 0.1 0.1
H -0.25080 7.39723 2.87373 0.0 0.0 0.0
H 2.55912 7.24484 1.86919 0.1 0.0 0.1
H 3.59404 7.22417 3.31229 0.0 0.0 0.0
H 1.93383 7.90687 3.36787 0.1 0.0 0.1
H 0.37269 4.97289 5.71737 -0.1 0.0 0.0
H 0.43067 3.35181 6.41441 0.0 0.0 0.0
H -1.32972 -0.49782 3.38272 -0.2 0.1 -0.1
H -0.81705 -0.36543 1.24208 -0.1 0.1 0.0
C 4.29146 -6.81533 -1.70395 0.0 -0.1 0.0
O 4.03006 -6.53512 -0.32263 0.0 0.0 0.0
C 3.30628 -5.44563 -0.10680 0.0 0.0 0.0
O 2.87024 -4.70115 -0.94861 0.0 0.0 0.0
O 3.13701 -5.30326 1.21018 0.0 0.0 -0.1
C 2.36265 -4.15809 1.56414 0.0 0.0 0.1
H 4.88468 -7.72360 -1.70883 0.0 0.0 0.0
H 3.35995 -6.97092 -2.24370 0.0 0.0 0.0
H 4.84822 -5.99922 -2.15926 0.0 0.0 0.0
H 1.36412 -4.22521 1.13452 0.0 0.0 0.0
H 2.84806 -3.24743 1.21746 0.0 0.0 0.0
H 2.29993 -4.15929 2.64817 0.0 -0.1 0.0
```
Forces are in eV/Å.

Computed properties:
Orbital gap: 7.61 eV
Net charge: +1
LUMO level: -4.7 eV

Here are the Löwdin charges for atoms 1 to 8, given in e: C -0.11; C -0.27; C -0.24; C -0.21; C -0.21; C -0.21; C -0.22; C -0.19

***

Calculated energy relative to the best compared isomer or geometry (same formula, charge and spin) in order - 368.08, 455.20, 247.35 kJ/mol